The following is a DFT calculation (ωB97M-V/def2-TZVPD) of an isolated molecule of C7H8.

```
! wB97M-V def2-TZVPD RIJCOSX def2/J DEFGRID3
* xyz 0 1
C -1.42432 -1.68386 0.00994
C -0.38402 -0.60304 0.21875
C 0.92009 -0.75777 -0.25960
C 1.70478 0.35632 -0.54110
C 1.20031 1.63337 -0.31608
C 0.04098 1.76997 0.43981
C -0.73743 0.65142 0.72327
H -1.50535 -2.43434 0.80196
H -2.40800 -1.21830 -0.11973
H -1.20552 -2.20639 -0.92874
H 1.30536 -1.75805 -0.44790
H 2.70298 0.23718 -0.95235
H 1.69860 2.50582 -0.72993
H -0.26197 2.75285 0.78926
H -1.64650 0.75484 1.31243
*
```

For the total energy, the calculation gives -7388.4497 eV. The value obtained for the gap between HOMO and LUMO is 0.3673 Ha.



The following is a DFT calculation (ωB97M-V/def2-TZVPD) of C34H51BrO27S as an isolated structure at a distorted geometry.

```
! wB97M-V def2-TZVPD RIJCOSX def2/J DEFGRID3
* xyz 0 1
C 1.65507 0.77815 -2.41407
O 0.51947 -0.09290 -2.41605
C -0.38205 0.12657 -3.48472
C -1.77057 0.61472 -3.01722
O -2.23809 -0.08433 -1.81215
S -3.60188 0.76837 -1.44007
O -3.47835 1.11417 -0.05752
O -4.80037 0.07126 -1.75634
O -3.41082 2.13312 -2.37207
C -1.98153 2.08411 -2.60372
C -1.32262 3.21418 -3.41163
C -1.36971 4.50600 -2.53282
O -1.95104 4.53962 -1.53048
Br -0.44594 6.13336 -3.11627
H 2.56997 0.20738 -2.64833
H 1.57552 1.64684 -3.10296
H 1.76020 1.20073 -1.39724
H -0.01165 0.79794 -4.28552
H -0.54956 -0.85455 -3.96687
H -2.53280 0.26636 -3.75121
H -1.47189 2.12460 -1.61008
H -0.25759 2.98229 -3.59164
H -1.83053 3.46226 -4.36416
C 1.01587 -0.43465 3.73386
C 2.10823 0.06376 2.81713
C 1.78701 1.36704 2.14338
O 2.54319 1.27438 0.93033
C 2.67055 -0.05103 0.64297
O 3.06593 -0.47695 -0.39673
O 2.28092 -0.81707 1.69294
H 1.30464 -1.38687 4.18392
H 0.81441 0.28092 4.53203
H 0.09293 -0.61744 3.17955
H 3.05443 0.11476 3.35297
H 2.09931 2.22902 2.73071
H 0.72915 1.47404 1.88578
C -0.26962 -5.43585 -6.31165
C -1.40592 -4.44678 -6.42460
C -1.48375 -3.75678 -7.75881
O -2.09324 -2.50664 -7.41404
C -1.76983 -2.25165 -6.12404
O -1.94298 -1.20619 -5.57648
O -1.21728 -3.34136 -5.53131
H -0.26202 -5.89387 -5.32120
H -0.35995 -6.22513 -7.06009
H 0.69422 -4.93865 -6.43439
H -2.35405 -4.93008 -6.16843
H -2.09317 -4.30153 -8.48084
H -0.50462 -3.55548 -8.20137
C -4.70507 5.73915 -0.94893
C -4.41387 7.20433 -0.73301
C -5.44901 7.91947 0.09359
O -5.35376 9.25984 -0.39262
C -4.90820 9.18505 -1.67768
O -4.90344 10.09350 -2.44215
O -4.47256 7.92868 -1.96844
H -3.92599 5.28693 -1.55921
H -4.75896 5.20264 -0.00031
H -5.64546 5.60202 -1.48779
H -3.41072 7.33078 -0.31386
H -5.23409 7.87968 1.16065
H -6.46672 7.55870 -0.07939
C -5.14377 3.80275 4.32547
C -3.78993 3.22642 3.98386
C -3.84973 1.86831 3.34027
O -2.60006 1.29213 3.73125
C -2.24304 1.87789 4.90430
O -1.36241 1.49780 5.60706
O -3.03050 2.95779 5.16969
H -5.03197 4.78110 4.79593
H -5.75999 3.91409 3.43212
H -5.66814 3.16825 5.04244
H -3.22250 3.93431 3.37156
H -3.92771 1.92169 2.25523
H -4.65754 1.24011 3.72567
C -1.61615 -9.52276 -10.20092
C -2.04891 -8.23539 -9.54047
C -3.52352 -7.95508 -9.65309
O -3.56402 -6.52598 -9.60625
C -2.37529 -6.07984 -10.09002
O -2.14701 -4.94660 -10.37461
O -1.48242 -7.09840 -10.20623
H -0.53965 -9.66156 -10.09194
H -2.12421 -10.38098 -9.75938
H -1.82249 -9.49965 -11.27254
H -1.71729 -8.21680 -8.49746
H -4.09599 -8.38524 -8.83292
H -3.95669 -8.28359 -10.60128
C 5.72213 -3.26981 4.92924
C 5.62589 -1.94331 5.64571
C 4.63764 -1.93267 6.77811
O 4.23959 -0.55813 6.81746
C 4.39691 -0.06476 5.55953
O 3.97330 0.98643 5.19076
O 5.09358 -0.92651 4.77928
H 6.44700 -3.20920 4.11628
H 6.03001 -4.06283 5.61202
H 4.76545 -3.54140 4.47659
H 6.61382 -1.61938 5.97992
H 5.08318 -2.23398 7.72535
H 3.75141 -2.54570 6.58908
C 6.66253 0.58960 11.31432
C 7.65784 0.63304 10.17921
C 7.47560 1.80323 9.25046
O 7.98762 1.29191 8.01684
C 7.81962 -0.05298 8.04618
O 7.95101 -0.76965 7.10336
O 7.47552 -0.47709 9.29029
H 6.84189 -0.28412 11.94264
H 6.73392 1.48438 11.93384
H 5.64264 0.49964 10.93541
H 8.67852 0.58853 10.57078
H 8.03568 2.68147 9.56724
H 6.42881 2.08158 9.10302
*
```

For the total energy, the calculation gives -172245.2189 eV. The value obtained for the gap between HOMO and LUMO is 0.3615 Ha.



The following is a DFT calculation (ωB97M-V/def2-TZVPD) of an isolated molecule of H4OP2S at a distorted geometry.

```
! wB97M-V def2-TZVPD RIJCOSX def2/J DEFGRID3
* xyz 0 1
O -0.32713 -0.19268 -1.78731
P 0.17019 -0.36800 -0.38600
P 0.66611 1.55637 0.44954
S -1.68496 -0.99208 0.33248
H 0.87369 -1.61599 -0.33524
H 1.82590 1.02895 0.98573
H 0.11205 1.31611 1.84605
H -1.63586 -0.73268 -1.10525
*
```

For the total energy, the calculation gives -31523.8034 eV. The value obtained for the gap between HOMO and LUMO is 0.3518 Ha.



Q: Which of these has the highest gap between HOMO and LUMO?
A: C7H8



What did the third record say?
The following is a DFT calculation (ωB97M-V/def2-TZVPD) of an isolated molecule of H4OP2S at a distorted geometry.

```
! wB97M-V def2-TZVPD RIJCOSX def2/J DEFGRID3
* xyz 0 1
O -0.32713 -0.19268 -1.78731
P 0.17019 -0.36800 -0.38600
P 0.66611 1.55637 0.44954
S -1.68496 -0.99208 0.33248
H 0.87369 -1.61599 -0.33524
H 1.82590 1.02895 0.98573
H 0.11205 1.31611 1.84605
H -1.63586 -0.73268 -1.10525
*
```

For the total energy, the calculation gives -31523.8034 eV. The value obtained for the gap between HOMO and LUMO is 0.3518 Ha.